15
Properties=species:S:1:pos:R:3:forces:R:3 method="wB97M-V/def2-TZVPD" lumo_energy_ha=-0.14296 e_tot_ev=-16600.7505 total_charge=+1 de_lowest_kcal_mol=44.6 gap_ha=0.33076
C 0.002205 -0.079161 -0.579261 -2.73 1.91 -0.70
C 1.050614 -1.057375 -0.998800 1.95 -0.14 1.92
S 1.839773 -0.883722 -2.654677 -0.66 0.04 1.03
N -0.970169 -0.544518 0.625235 1.36 -1.32 2.02
H 0.452675 0.971166 -0.349633 -1.00 -2.09 0.23
H -0.852103 0.125073 -1.261250 1.17 -0.19 -0.47
H 1.805906 -0.910987 -0.157911 -0.32 -0.56 -1.26
H 0.772713 -2.081721 -0.973864 -0.74 -0.85 0.27
H 1.391953 0.343165 -2.606924 0.15 1.15 -0.82
H -0.942586 -1.518263 0.977811 0.93 -0.31 -1.23
H -0.569879 -0.130920 1.520026 -1.68 0.49 -1.56
H -2.016801 -0.539970 0.470818 1.47 1.49 0.18
H -0.449284 1.622910 2.593858 0.71 0.48 2.17
H -0.761359 2.784439 1.628439 0.18 4.27 -0.02
O -0.753658 1.899884 1.766131 -0.80 -4.39 -1.77

15
Properties=species:S:1:pos:R:3:forces:R:3 method="wB97M-V/def2-TZVPD" lumo_energy_ha=-0.12419 e_tot_ev=-16602.2623 total_charge=+1 de_lowest_kcal_mol=9.7 gap_ha=0.36003
C 0.302895 0.248228 -0.938272 1.95 1.38 0.41
C -0.640088 1.341100 -0.438282 -1.47 -0.48 0.03
S -0.990231 1.494239 1.351399 1.05 0.40 0.10
N -0.192894 -1.175962 -0.876181 0.93 0.67 0.58
H 1.223773 0.434385 -0.339053 -0.50 -1.09 -0.16
H 0.674547 0.412283 -1.951503 -0.62 0.19 -0.12
H -1.664888 1.126134 -0.778880 0.31 0.43 -0.59
H -0.319408 2.342143 -0.749478 -0.12 -0.55 -0.39
H -0.016619 2.430817 1.575227 -0.50 -0.58 0.10
H -1.203090 -1.118597 -0.758945 -0.05 -0.61 0.05
H 0.283895 -1.653952 -0.052704 -1.05 0.47 -0.16
H 0.059978 -1.668018 -1.729518 -0.32 -0.02 -0.11
H 1.583852 -1.310651 1.707644 0.40 -0.02 0.15
H 0.227646 -1.341365 2.414080 0.18 -0.20 -0.86
O 0.670638 -1.560786 1.564464 -0.20 0.00 0.97